ORCA calculation (wB97M-V/def2-TZVPD) on 2 unconnected molecules or ions with the total composition C3H12NO.

Its total energy is -251.2362 Ha. The spin multiplicity is 1. Its HOMO energy is -15.981 eV. As for the total charge: +1. The value obtained for the HOMO-LUMO gap is 12.913 eV.

Last columns: bonded neighbours and bond lengths (Å).
Positions of all 17 atoms, in Å:
1 C -0.834 1.602 0.746  C2 1.506, H5 1.110, H6 1.091, H7 1.138
2 C -1.020 0.489 -0.252  C1 1.506, N3 1.485, H8 1.082, H9 1.099
3 N 0.241 0.068 -0.913  C2 1.485, C4 1.569, H10 1.041, H11 1.035
4 C -0.019 -1.204 -1.792  N3 1.569, H12 1.097, H13 1.074, H14 1.075
5 H -0.207 2.426 0.347  C1 1.110
6 H -1.607 2.244 1.169  C1 1.091
7 H -0.361 1.207 1.702  C1 1.138
8 H -1.359 -0.383 0.293  C2 1.082
9 H -1.839 0.760 -0.932  C2 1.099
10 H 0.908 -0.251 -0.180  N3 1.041
11 H 0.792 0.722 -1.497  N3 1.035
12 H -0.851 -1.721 -1.299  C4 1.097
13 H 0.901 -1.757 -1.816  C4 1.074
14 H -0.381 -0.792 -2.717  C4 1.075
15 H 1.572 -1.664 2.160  O17 0.961
16 H 1.267 -0.182 2.567  O17 0.962
17 O 1.340 -0.792 1.828  H15 0.961, H16 0.962

Mulliken population analysis, charges in e, atoms 1 to 2: number 1, C, carries -1.101; number 2, C, carries -0.334

=====

ORCA calculation (wB97M-V/def2-TZVPD) on 3 unconnected molecules or ions with the total composition C3H12NO2.

Its total energy is -326.4770 Ha. The spin multiplicity is 1. Its HOMO energy is -14.621 eV. As for the total charge: +1. The value obtained for the HOMO-LUMO gap is 11.401 eV.

Last columns: bonded neighbours and bond lengths (Å).
Positions of all 18 atoms, in Å:
1 C 1.324 -0.807 -2.587  C2 1.482, H5 1.091, H6 1.095, H7 1.081
2 C 1.348 -0.221 -1.226  C1 1.482, C3 1.320, N4 1.493
3 C 2.389 0.147 -0.504  C2 1.320, H8 1.080, H9 1.085
4 N 0.027 -0.217 -0.529  C2 1.493, H10 1.016, H11 1.024, H12 1.037
5 H 2.186 -0.458 -3.157  C1 1.091
6 H 0.520 -0.397 -3.207  C1 1.095
7 H 1.302 -1.888 -2.574  C1 1.081
8 H 2.292 0.567 0.486  C3 1.080
9 H 3.358 0.288 -0.970  C3 1.085
10 H -0.747 -0.218 -1.186  N4 1.016
11 H -0.027 -0.945 0.188  N4 1.024
12 H -0.135 0.634 0.042  N4 1.037
13 H -1.995 1.530 1.732  O15 0.968
14 H -0.608 1.367 2.276  O15 0.970
15 O -1.098 1.312 1.441  H13 0.968, H14 0.970
16 H -3.038 -0.799 3.670  O18 0.968
17 H -3.993 0.038 2.862  O18 0.967
18 O -3.106 0.068 3.244  H16 0.968, H17 0.967

Mulliken population analysis, charges in e, atoms 1 to 2: number 1, C, carries -1.192; number 2, C, carries 0.662

=====

ORCA calculation (wB97M-V/def2-TZVPD) on 2 unconnected molecules or ions with the total composition C3H12NO2.

Its total energy is -326.4679 Ha. The spin multiplicity is 1. Its HOMO energy is -14.679 eV. As for the total charge: +1. The value obtained for the HOMO-LUMO gap is 11.520 eV.

Last columns: bonded neighbours and bond lengths (Å).
Positions of all 18 atoms, in Å:
1 O 1.608 0.864 0.127  C2 1.436, H6 0.951
2 C 0.727 1.981 0.326  O1 1.436, C3 1.523, H7 1.092, H8 1.095
3 C -0.707 1.633 -0.049  C2 1.523, N4 1.501, H9 1.083, H10 1.092
4 N -0.929 0.162 0.150  C3 1.501, C5 1.509, H11 1.032, H12 1.024
5 C -2.198 -0.604 -0.132  N4 1.509, H13 1.095, H14 1.085, H15 1.090
6 H 2.442 1.267 -0.086  O1 0.951
7 H 1.003 2.871 -0.242  C2 1.092
8 H 0.715 2.228 1.392  C2 1.095
9 H -1.357 2.106 0.677  C3 1.083
10 H -0.998 1.851 -1.078  C3 1.092
11 H -0.125 -0.281 -0.323  N4 1.032
12 H -0.752 -0.118 1.118  N4 1.024
13 H -2.368 -0.542 -1.211  C5 1.095
14 H -2.091 -1.645 0.155  C5 1.085
15 H -3.002 -0.032 0.329  C5 1.090
16 H 1.807 -4.069 -0.595  O18 0.965
17 H 0.774 -3.614 0.275  O18 0.964
18 O 1.319 -3.252 -0.434  H16 0.965, H17 0.964

Mulliken population analysis, charges in e, atoms 1 to 2: number 1, O, carries -0.513; number 2, C, carries -0.369

=====

ORCA calculation (wB97M-V/def2-TZVPD) on 2 unconnected molecules or ions with the total composition C3H12NO2S.

Its total energy is -724.6777 Ha. The spin multiplicity is 1. Its HOMO energy is -12.752 eV. As for the total charge: +1. The value obtained for the HOMO-LUMO gap is 9.585 eV.

Last columns: bonded neighbours and bond lengths (Å).
Positions of all 19 atoms, in Å:
1 C 1.415 -0.790 -0.884  O2 1.408, C3 1.565, H7 1.090, H8 1.087
2 O 1.890 0.404 -1.458  C1 1.408, H9 0.967
3 C 0.011 -0.547 -0.235  C1 1.565, C4 1.501, N6 1.498, H10 1.076
4 C -0.301 -1.456 0.918  C3 1.501, S5 1.804, H11 1.086, H12 1.100
5 S -0.525 -3.196 0.497  C4 1.804, H13 1.341
6 N 0.005 0.863 0.270  C3 1.498, H14 1.037, H15 1.017, H16 1.022
7 H 1.205 -1.549 -1.637  C1 1.090
8 H 2.059 -1.147 -0.085  C1 1.087
9 H 1.947 0.330 -2.420  O2 0.967
10 H -0.758 -0.596 -0.985  C3 1.076
11 H 0.459 -1.448 1.693  C4 1.086
12 H -1.243 -1.131 1.384  C4 1.100
13 H -0.481 -3.105 -0.840  S5 1.341
14 H -0.913 1.345 0.264  N6 1.037
15 H 0.315 0.878 1.238  N6 1.017
16 H 0.634 1.492 -0.234  N6 1.022
17 H -1.675 3.295 1.608  O19 0.963
18 H -2.366 3.405 0.199  O19 0.966
19 O -1.679 2.955 0.707  H17 0.963, H18 0.966

Mulliken population analysis, charges in e, atoms 1 to 2: number 1, C, carries -0.372; number 2, O, carries -0.554

=====

ORCA calculation (wB97M-V/def2-TZVPD) on 3 unconnected molecules or ions with the total composition C3H12NO3.

Its total energy is -401.7083 Ha. The spin multiplicity is 1. Its HOMO energy is -14.170 eV. As for the total charge: +1. The value obtained for the HOMO-LUMO gap is 10.893 eV.

Last columns: bonded neighbours and bond lengths (Å).
Positions of all 19 atoms, in Å:
1 O -0.112 1.559 -2.623  C2 1.197
2 C -0.594 1.845 -1.565  O1 1.197, C3 1.570, H6 1.064
3 C -0.359 0.999 -0.264  C2 1.570, C4 1.587, N5 1.472, H7 1.094
4 C -1.784 0.441 0.157  C3 1.587, H8 1.040, H9 1.075, H10 1.045
5 N 0.604 -0.055 -0.621  C3 1.472, H11 1.043, H12 0.984, H13 1.079
6 H -1.104 2.736 -1.285  C2 1.064
7 H 0.081 1.617 0.525  C3 1.094
8 H -2.202 -0.150 -0.588  C4 1.040
9 H -2.542 1.171 0.377  C4 1.075
10 H -1.584 -0.090 1.035  C4 1.045
11 H 1.588 0.285 -0.565  N5 1.043
12 H 0.449 -0.393 -1.533  N5 0.984
13 H 0.477 -0.907 0.029  N5 1.079
14 H -0.261 -3.454 0.017  O16 0.923
15 H 0.788 -2.925 1.104  O16 1.096
16 O 0.101 -2.652 0.295  H14 0.923, H15 1.096
17 H 1.681 -0.128 2.419  O19 0.952
18 H 2.837 0.041 1.566  O19 0.903
19 O 1.935 0.061 1.521  H17 0.952, H18 0.903

Mulliken population analysis, charges in e, atoms 1 to 2: number 1, O, carries -0.441; number 2, C, carries -0.010

=====

ORCA calculation (wB97M-V/def2-TZVPD) on 2 unconnected molecules or ions with the total composition C3H12NO3.

Its total energy is -401.6554 Ha. The spin multiplicity is 1. Its HOMO energy is -14.450 eV. As for the total charge: +1. The value obtained for the HOMO-LUMO gap is 11.343 eV.

Last columns: bonded neighbours and bond lengths (Å).
Positions of all 19 atoms, in Å:
1 C 0.364 1.416 -0.238  O2 1.435, C3 1.559, H7 1.151, H8 1.199
2 O 0.133 2.334 0.840  C1 1.435, H9 1.107
3 C -0.726 0.312 -0.081  C1 1.559, C4 1.564, N6 1.494, H10 1.074
4 C -0.322 -1.040 -0.753  C3 1.564, O5 1.438, H11 1.163, H12 1.161
5 O -1.545 -1.753 -0.501  C4 1.438, H13 0.895
6 N -1.081 0.036 1.344  C3 1.494, H14 1.019, H15 1.029, H16 1.025
7 H 1.461 1.173 -0.487  C1 1.151
8 H 0.101 1.910 -1.299  C1 1.199
9 H 0.810 3.209 0.837  O2 1.107
10 H -1.609 0.664 -0.580  C3 1.074
11 H 0.230 -1.168 -1.769  C4 1.163
12 H 0.354 -1.672 -0.051  C4 1.161
13 H -2.040 -1.974 -1.213  O5 0.895
14 H -0.856 0.858 1.903  N6 1.019
15 H -2.070 -0.226 1.459  N6 1.029
16 H -0.504 -0.741 1.680  N6 1.025
17 H 3.344 -1.395 -1.164  O19 0.986
18 H 3.174 -0.416 -0.221  O19 1.026
19 O 2.572 -1.156 -0.599  H17 0.986, H18 1.026

Mulliken population analysis, charges in e, atoms 1 to 2: number 1, C, carries -0.429; number 2, O, carries -0.623

=====

Relative energy (zero: lowest compared OMol25 entry of this formula, charge and spin), respectively: 0.930 0.982 1.229 0.426 1.107 2.545 eV.
E_LUMO, respectively: -0.113 -0.118 -0.116 -0.116 -0.120 -0.114 hartree.